1.
Below is a structure of composition C41H45I2N5O2RuS at a distorted geometry, with properties calculated with ωB97M-V/def2-TZVPD.

CARTESIAN COORDINATES (ANGSTROEM)
Ru: 11.739 11.259 13.374
C: 12.862 15.308 10.754
C: 13.331 14.515 11.984
C: 13.925 15.470 13.033
C: 14.396 13.485 11.706
C: 15.337 13.671 10.718
C: 16.458 12.845 10.599
C: 16.675 11.842 11.487
C: 15.792 11.574 12.514
C: 15.985 10.422 13.424
C: 17.075 10.720 14.467
C: 16.321 9.157 12.615
C: 14.609 12.400 12.619
N: 13.696 12.148 13.580
C: 14.095 12.211 14.904
O: 15.039 12.879 15.294
C: 13.270 11.396 15.865
C: 13.501 11.269 17.239
C: 12.611 10.520 17.987
C: 11.489 9.940 17.375
C: 11.297 10.149 16.029
N: 12.174 10.869 15.333
C: 10.177 9.634 15.175
O: 9.270 9.014 15.629
N: 10.285 10.016 13.799
C: 9.606 9.187 12.827
C: 8.666 9.733 11.940
C: 8.265 8.926 10.880
C: 8.744 7.627 10.681
C: 9.599 7.123 11.634
C: 10.056 7.848 12.703
C: 10.999 7.163 13.653
C: 10.292 6.027 14.436
C: 12.221 6.617 12.909
C: 7.958 11.079 12.083
C: 6.589 10.880 12.758
C: 8.653 12.223 12.776
H: 12.014 15.907 11.093
H: 12.489 14.690 9.947
H: 13.584 16.002 10.334
H: 12.467 13.999 12.397
H: 14.671 16.144 12.625
H: 14.424 14.901 13.844
H: 13.154 16.124 13.475
H: 15.163 14.528 10.016
H: 17.197 13.069 9.853
H: 17.549 11.177 11.350
H: 15.001 10.218 13.887
H: 18.060 10.793 14.001
H: 17.088 9.929 15.201
H: 16.891 11.652 15.013
H: 17.256 9.284 12.060
H: 15.567 8.982 11.860
H: 16.460 8.271 13.222
H: 14.327 11.746 17.690
H: 12.747 10.409 19.052
H: 10.744 9.365 17.898
H: 7.487 9.298 10.223
H: 8.426 7.040 9.821
H: 9.894 6.093 11.482
H: 11.339 7.881 14.343
H: 9.863 5.258 13.782
H: 9.450 6.485 14.997
H: 10.997 5.499 15.148
H: 11.921 5.739 12.284
H: 13.017 6.296 13.572
H: 12.734 7.303 12.251
H: 7.768 11.387 11.045
H: 6.691 10.425 13.738
H: 5.982 10.245 12.126
H: 6.119 11.850 12.898
H: 8.851 11.968 13.828
H: 7.986 13.083 12.767
H: 9.587 12.551 12.390
S: 12.458 10.760 6.907
C: 11.976 10.926 8.555
C: 11.705 12.161 9.129
C: 11.537 12.254 10.495
N: 11.607 11.205 11.304
C: 11.799 10.001 10.735
C: 11.989 9.813 9.393
C: 12.988 12.442 6.666
C: 12.224 13.393 6.017
C: 12.702 14.706 5.924
N: 13.862 15.040 6.468
C: 14.624 14.138 7.045
C: 14.226 12.783 7.130
H: 11.656 13.052 8.530
H: 11.386 13.192 10.964
H: 11.790 9.166 11.429
H: 12.137 8.802 9.044
H: 11.277 13.216 5.563
H: 12.087 15.471 5.468
H: 15.566 14.491 7.480
H: 14.863 12.087 7.616
I: 11.032 14.037 14.987
I: 9.917 15.640 13.269

Kohn-Sham gap (spin up / spin down)	7.03 / 4.75	eV
LUMO (spin up / spin down)	-6.666 / -8.950	eV
HOMO (spin up / spin down)	-13.697 / -13.704	eV
relative energy (zero: lowest compared OMol25 entry of this formula, charge and spin)	0.0	kcal per mole
2S+1	5
charge	+2

2.
Below is a structure of composition C41H46As2BN6Ru at a distorted geometry, with properties calculated with ωB97M-V/def2-TZVPD.

CARTESIAN COORDINATES (ANGSTROEM)
Ru: 0.058 0.474 0.029
C: -1.319 3.295 -2.174
C: -0.257 3.584 -1.169
C: 0.288 4.813 -0.829
C: 1.260 4.557 0.122
C: 2.159 5.522 0.826
N: 1.285 3.233 0.337
N: 0.347 2.619 -0.454
B: 2.209 2.415 1.268
N: 2.911 1.319 0.425
N: 2.212 0.494 -0.421
C: 3.116 -0.182 -1.155
C: 2.746 -1.140 -2.242
C: 4.394 0.184 -0.751
C: 4.229 1.138 0.240
C: 5.279 1.887 0.995
N: 1.336 1.776 2.385
N: 0.207 1.075 2.062
C: -0.422 0.750 3.210
C: -1.737 0.046 3.208
C: 0.311 1.250 4.271
C: 1.414 1.894 3.715
C: 2.507 2.640 4.408
H: -1.912 4.188 -2.363
H: -1.991 2.521 -1.822
H: -0.889 2.968 -3.122
H: 0.020 5.779 -1.228
H: 1.926 6.535 0.507
H: 3.209 5.326 0.602
H: 2.035 5.467 1.908
H: 3.029 3.123 1.769
H: 1.727 -0.985 -2.585
H: 2.846 -2.173 -1.912
H: 3.413 -1.004 -3.093
H: 5.331 -0.172 -1.153
H: 6.260 1.502 0.726
H: 5.151 1.781 2.072
H: 5.254 2.952 0.761
H: -1.845 -0.570 2.317
H: -2.552 0.771 3.230
H: -1.835 -0.604 4.076
H: 0.080 1.164 5.323
H: 2.414 2.503 5.483
H: 2.447 3.709 4.196
H: 3.494 2.296 4.098
C: -1.710 -2.870 -0.746
C: -2.771 -1.896 -0.259
As: -2.354 -0.088 -0.859
C: -3.979 0.870 -0.542
C: -4.601 0.728 0.696
C: -5.782 1.411 0.947
C: -6.328 2.236 -0.030
C: -5.698 2.376 -1.260
C: -4.515 1.699 -1.520
C: -2.224 -0.339 -2.758
C: -3.327 -0.775 -3.486
C: -3.213 -0.959 -4.856
C: -2.006 -0.708 -5.499
C: -0.903 -0.274 -4.774
C: -1.015 -0.085 -3.404
As: 0.123 -2.266 -0.451
C: 1.095 -3.839 -1.027
C: 1.962 -4.508 -0.174
C: 2.575 -5.676 -0.614
C: 2.331 -6.159 -1.892
C: 1.479 -5.470 -2.747
C: 0.864 -4.302 -2.320
C: 0.312 -2.378 1.473
C: -0.532 -3.163 2.256
C: -0.286 -3.299 3.613
C: 0.798 -2.647 4.196
C: 1.645 -1.867 3.419
C: 1.406 -1.734 2.057
H: -1.789 -3.009 -1.822
H: -1.804 -3.850 -0.286
H: -2.857 -1.891 0.826
H: -3.751 -2.132 -0.667
H: -4.186 0.082 1.459
H: -6.277 1.297 1.903
H: -7.249 2.769 0.168
H: -6.130 3.012 -2.023
H: -4.036 1.804 -2.484
H: -4.272 -0.967 -2.993
H: -4.071 -1.297 -5.425
H: -1.928 -0.843 -6.570
H: 0.036 -0.075 -5.278
H: -0.160 0.278 -2.851
H: 2.158 -4.144 0.824
H: 3.241 -6.212 0.050
H: 2.809 -7.071 -2.226
H: 1.295 -5.841 -3.747
H: 0.214 -3.762 -2.998
H: -1.371 -3.685 1.815
H: -0.930 -3.926 4.217
H: 0.986 -2.760 5.257
H: 2.496 -1.372 3.869
H: 2.087 -1.144 1.452

Kohn-Sham gap (spin up / spin down)	8.44 / 6.19	eV
LUMO (spin up / spin down)	-4.451 / -7.690	eV
HOMO (spin up / spin down)	-12.892 / -13.882	eV
2S+1	6
charge	+2

3.
Below is a structure of composition C41H46AsBI2IrN3O5S, with properties calculated with ωB97M-V/def2-TZVPD.

CARTESIAN COORDINATES (ANGSTROEM)
Ir: -0.301 0.545 1.233
I: 2.923 -0.020 8.269
C: 2.215 0.469 6.369
C: 2.961 1.298 5.547
C: 2.487 1.612 4.286
I: 3.643 2.818 3.049
C: 1.260 1.119 3.813
O: 0.829 1.482 2.618
C: 0.526 0.283 4.665
C: -0.767 -0.343 4.234
N: -1.452 0.312 3.104
C: -2.761 -0.335 2.871
C: -3.112 -0.146 1.423
C: -4.071 -0.813 0.755
C: -4.094 -0.718 -0.694
C: -3.395 0.242 -1.303
C: -2.720 1.293 -0.467
N: -2.262 0.752 0.820
C: 1.005 -0.035 5.929
H: 3.910 1.693 5.880
H: -1.455 -0.351 5.085
H: -0.606 -1.380 3.934
H: -1.590 1.308 3.297
H: -3.510 0.108 3.531
H: -2.664 -1.393 3.105
H: -4.731 -1.490 1.281
H: -4.649 -1.454 -1.261
H: -3.345 0.318 -2.383
H: -1.209 2.736 -0.380
H: 0.420 -0.682 6.571
C: 0.982 4.151 0.566
As: -0.331 4.930 1.751
C: -1.055 6.387 0.715
C: 0.683 5.756 3.166
S: -1.856 3.693 2.464
H: 1.921 4.688 0.688
H: 0.637 4.242 -0.464
H: 1.140 3.108 0.828
H: -0.254 7.042 0.374
H: -1.763 6.940 1.328
H: -1.577 5.960 -0.140
H: 1.306 6.555 2.765
H: 1.310 4.993 3.624
H: -0.016 6.147 3.903
C: -1.579 -7.414 2.685
C: -1.052 -7.357 1.251
C: 0.208 -8.232 1.174
C: -2.125 -7.932 0.317
C: -0.718 -5.929 0.815
C: -0.143 -5.715 -0.442
C: 0.177 -4.450 -0.923
C: -0.098 -3.387 -0.096
O: 0.109 -2.046 -0.305
B: -0.340 -1.411 0.847
O: -0.829 -2.355 1.760
C: -0.668 -3.580 1.146
C: -0.989 -4.827 1.631
H: -1.763 -8.454 2.961
H: -2.521 -6.874 2.793
H: -0.860 -7.003 3.396
H: -0.027 -9.252 1.486
H: 0.990 -7.844 1.829
H: 0.609 -8.279 0.162
H: -2.388 -8.947 0.623
H: -1.773 -7.972 -0.715
H: -3.029 -7.321 0.341
H: 0.061 -6.566 -1.079
H: 0.626 -4.306 -1.897
H: -1.426 -4.929 2.614
C: 2.355 1.721 -7.834
C: 2.451 2.624 -6.635
C: 2.694 3.981 -6.802
C: 2.790 4.832 -5.711
C: 2.630 4.322 -4.435
C: 2.382 2.967 -4.251
N: 2.215 2.485 -2.916
C: 1.011 2.043 -2.437
C: -0.238 2.476 -3.096
C: -1.406 2.391 -2.454
C: -1.450 1.888 -1.040
C: -0.410 0.815 -0.846
C: 0.916 1.251 -1.342
C: 2.032 0.790 -0.537
O: 3.214 0.869 -0.838
O: 1.630 0.306 0.631
C: 2.297 2.100 -5.343
C: 2.049 0.628 -5.159
H: 2.532 2.277 -8.753
H: 1.368 1.258 -7.905
H: 3.082 0.909 -7.784
H: 2.814 4.375 -7.804
H: 2.987 5.886 -5.856
H: 2.692 4.958 -3.561
H: 3.013 2.057 -2.455
H: -0.180 2.904 -4.088
H: -2.313 2.751 -2.928
H: -3.447 2.089 -0.240
H: -0.724 -0.109 -1.337
H: 1.990 0.350 -4.109
H: 2.850 0.042 -5.615
H: 1.119 0.322 -5.645

Kohn-Sham gap (spin up / spin down)	6.67 / 6.67	eV
LUMO (spin up / spin down)	-0.886 / -0.887	eV
HOMO (spin up / spin down)	-7.555 / -7.554	eV
relative energy (zero: lowest compared OMol25 entry of this formula, charge and spin)	84.1	kcal per mole

4.
Below is a structure of composition C41H46Cl2MgNOS2 at a distorted geometry, with properties calculated with ωB97M-V/def2-TZVPD.

CARTESIAN COORDINATES (ANGSTROEM)
Mg: -1.106 0.613 1.692
C: -4.773 -1.240 3.227
C: -3.522 -0.708 3.868
C: -3.307 0.662 4.014
C: -2.180 1.151 4.670
C: -1.977 2.630 4.865
C: -1.255 0.242 5.179
C: -1.418 -1.125 5.002
C: -0.393 -2.094 5.530
C: -2.555 -1.586 4.344
H: -5.274 -1.942 3.897
H: -4.530 -1.763 2.302
H: -5.465 -0.433 2.991
H: -4.047 1.358 3.633
H: -2.127 2.897 5.914
H: -2.676 3.207 4.258
H: -0.958 2.909 4.598
H: -0.378 0.616 5.693
H: -0.667 -2.428 6.534
H: 0.591 -1.628 5.584
H: -0.325 -2.972 4.888
H: -2.693 -2.653 4.200
Cl: 0.608 -1.344 2.130
C: 2.066 -0.833 2.922
C: 3.057 -1.789 3.052
C: 4.250 -1.480 3.679
C: 4.433 -0.197 4.173
C: 3.437 0.748 4.028
Cl: 3.745 2.334 4.668
C: 2.197 0.492 3.393
S: 0.998 1.709 3.246
H: 2.883 -2.783 2.657
H: 5.023 -2.229 3.780
H: 5.352 0.076 4.673
O: 0.273 1.217 0.220
S: 1.229 -0.794 -2.119
C: 1.607 0.877 -2.774
C: 2.038 0.849 -4.215
C: 1.164 0.336 -5.175
C: 1.534 0.287 -6.507
C: 2.785 0.746 -6.900
C: 3.651 1.274 -5.957
C: 3.276 1.330 -4.620
C: 2.796 -1.169 -1.251
C: 3.958 -1.332 -2.181
C: 4.060 -2.456 -2.998
C: 5.126 -2.600 -3.870
C: 6.106 -1.619 -3.946
C: 6.015 -0.500 -3.134
C: 4.949 -0.361 -2.257
H: 2.366 1.324 -2.131
H: 0.670 1.422 -2.674
H: 0.195 -0.025 -4.852
H: 0.845 -0.110 -7.243
H: 3.087 0.685 -7.939
H: 4.623 1.645 -6.258
H: 3.960 1.744 -3.888
H: 2.565 -2.093 -0.721
H: 2.965 -0.384 -0.513
H: 3.286 -3.213 -2.957
H: 5.194 -3.480 -4.498
H: 6.934 -1.724 -4.636
H: 6.778 0.268 -3.186
H: 4.896 0.516 -1.620
C: -3.598 -2.708 -0.420
C: -4.323 -1.550 -1.116
C: -5.359 -0.912 -0.182
C: -3.394 -0.476 -1.658
C: -3.397 -0.267 -3.017
C: -2.726 0.799 -3.628
C: -2.117 1.721 -2.795
C: -2.042 1.554 -1.413
C: -1.536 2.760 -0.618
C: -0.117 2.580 -0.007
C: -2.575 3.229 0.416
C: -2.575 0.350 -0.760
N: -2.408 -0.017 0.494
H: -4.308 -3.498 -0.145
H: -3.088 -2.327 0.462
H: -2.847 -3.141 -1.087
H: -4.858 -1.967 -1.977
H: -4.824 -0.414 0.627
H: -6.043 -1.661 0.231
H: -5.948 -0.167 -0.723
H: -3.975 -0.945 -3.642
H: -2.755 0.935 -4.702
H: -1.702 2.630 -3.229
H: -1.442 3.583 -1.333
H: -0.056 3.080 0.966
H: 0.632 3.047 -0.657
H: -0.030 0.684 -0.552
H: -2.812 2.430 1.120
H: -3.499 3.486 -0.103
H: -2.222 4.109 0.963

Kohn-Sham gap	5.12	eV
LUMO	2.422	eV
HOMO	-2.698	eV
relative energy (zero: lowest compared OMol25 entry of this formula, charge and spin)	0.0	kcal per mole
charge	-1

5.
Below is a cluster of 8 separate species, C41H46ClN3O10 in total at a distorted geometry, with properties calculated with ωB97M-V/def2-TZVPD.

CARTESIAN COORDINATES (ANGSTROEM)
C: -15.596 -44.930 -5.959
C: -16.524 -43.984 -6.722
N: -17.756 -43.987 -5.871
C: -18.202 -43.097 -4.922
C: -19.560 -43.365 -4.586
N: -19.912 -44.495 -5.344
C: -18.883 -44.686 -6.166
C: -21.348 -44.938 -5.409
H: -14.602 -44.717 -6.294
H: -15.775 -45.966 -6.360
H: -15.566 -45.039 -4.819
H: -16.819 -44.332 -7.800
H: -16.140 -43.095 -6.725
H: -17.533 -42.215 -4.417
H: -20.005 -42.940 -3.831
H: -18.894 -45.500 -6.896
H: -21.747 -44.584 -4.476
H: -21.125 -46.019 -5.526
H: -21.722 -44.410 -6.154
Cl: -18.119 -46.478 -9.340
N: -15.705 -40.355 -5.887
C: -16.272 -39.970 -4.633
C: -15.389 -39.622 -3.608
C: -13.939 -39.560 -3.732
C: -13.409 -39.890 -5.063
C: -14.434 -40.310 -6.089
H: -17.255 -40.051 -4.426
H: -15.463 -39.412 -2.506
H: -13.295 -39.174 -3.180
H: -12.434 -39.906 -5.207
H: -14.094 -40.554 -7.089
C: -26.766 -42.544 -4.108
C: -27.257 -41.691 -2.933
C: -26.343 -41.419 -1.907
C: -25.130 -41.802 -1.980
C: -24.536 -42.389 -3.108
C: -25.357 -42.771 -4.118
O: -24.765 -43.560 -5.112
O: -26.853 -40.625 -0.750
H: -27.481 -42.921 -4.848
H: -28.242 -41.475 -2.724
H: -24.283 -41.585 -1.227
H: -23.561 -42.974 -3.205
H: -25.260 -43.711 -5.776
H: -27.848 -40.452 -0.676
C: -23.337 -40.500 -10.798
C: -22.870 -41.383 -9.636
C: -23.199 -42.794 -9.518
C: -23.958 -43.331 -10.586
C: -24.494 -42.402 -11.638
C: -24.144 -41.218 -11.738
O: -24.647 -40.466 -12.758
O: -22.728 -43.454 -8.540
H: -23.144 -39.497 -10.733
H: -22.302 -40.874 -8.941
H: -23.973 -44.484 -10.697
H: -24.992 -42.922 -12.433
H: -25.340 -40.858 -13.046
H: -23.216 -44.176 -8.296
C: -24.168 -46.911 -8.110
C: -25.416 -47.360 -8.862
C: -25.187 -47.837 -10.244
C: -23.904 -47.846 -10.710
C: -22.724 -47.569 -9.966
C: -22.948 -47.082 -8.619
O: -21.923 -46.801 -7.804
O: -26.269 -48.225 -11.008
H: -24.330 -46.757 -7.226
H: -26.223 -47.635 -8.291
H: -23.682 -48.126 -11.842
H: -21.733 -47.885 -10.358
H: -21.073 -46.945 -8.074
H: -26.982 -47.822 -10.574
C: -13.478 -43.161 -9.802
C: -14.650 -44.231 -9.639
C: -14.163 -45.546 -9.481
C: -12.799 -45.860 -9.524
C: -11.769 -44.966 -9.716
C: -12.114 -43.581 -9.911
O: -11.218 -42.502 -10.043
O: -15.062 -46.505 -9.124
H: -13.669 -42.141 -10.051
H: -15.829 -43.956 -9.868
H: -12.549 -46.938 -9.435
H: -10.603 -45.007 -9.794
H: -10.566 -42.800 -10.419
H: -15.949 -46.447 -9.002
C: -12.000 -50.095 -4.269
C: -12.948 -48.990 -4.675
C: -13.315 -49.033 -5.993
C: -12.799 -49.871 -6.931
C: -11.893 -50.919 -6.653
C: -11.550 -50.979 -5.307
O: -10.717 -51.996 -4.896
O: -13.996 -47.908 -6.464
H: -11.946 -50.289 -3.266
H: -13.415 -48.352 -3.904
H: -12.810 -49.883 -8.077
H: -11.649 -51.561 -7.397
H: -10.629 -52.863 -5.400
H: -13.960 -47.844 -7.325

Kohn-Sham gap	7.91	eV
LUMO	0.132	eV
HOMO	-7.779	eV
relative energy (zero: lowest compared OMol25 entry of this formula, charge and spin)	131.6	kcal per mole